(w)
Formula: C3H6IN2
Source: the OMol25 dataset
Level of theory: ωB97M-V/def2-TZVPD

Cartesian coordinates (Å):
1 I 3.2357 0.0071 0.0411
2 C 1.0213 -0.0565 -0.5487
3 C 0.0674 -1.0734 0.0955
4 N -0.9392 -0.2037 0.7007
5 C -0.6097 1.0448 0.5771
6 N 0.4568 1.2218 -0.1562
7 H 1.0151 -0.0786 -1.6772
8 H -0.4392 -1.5659 -0.6868
9 H 0.3730 -1.8079 0.8164
10 H -1.8982 -0.4975 0.7814
11 H -1.3363 1.7761 0.9715
12 H 1.0805 1.9978 -0.3197

Computed properties:
net charge = +1
SMILES string = I[C@H]1C[NH+]=CN1
HOMO energy = -0.50259 Eh

These are the natural (NBO) partial charges, in e, on atoms 1 to 2: I 0.15; C -0.13



(x)
Formula: C3H6IN2
Source: the OMol25 dataset
Level of theory: ωB97M-V/def2-TZVPD

Cartesian coordinates (Å):
1 C 0.3040 -0.7780 -0.9864
2 C 0.3686 -0.3328 0.4273
3 N 0.1315 0.8542 0.7394
4 C -0.1498 2.0278 0.9932
5 N -1.3267 2.5102 1.5192
6 I -1.7585 4.4537 1.1209
7 H -0.5279 -0.2820 -1.3924
8 H 0.0769 -1.8976 -1.0513
9 H 1.2248 -0.7424 -1.7156
10 H 0.6543 -0.9931 1.1904
11 H 0.6519 2.7924 0.8254
12 H -2.1134 1.9236 1.7855

Computed properties:
net charge = +1
SMILES string = C/C=N\C=[NH+]\I
HOMO energy = -0.49355 Eh

These are the natural (NBO) partial charges, in e, on atoms 1 to 2: C -0.72; C 0.31



Short version: (x) is the least stable of them.



(w)
Formula: C3H6IN2
Source: the OMol25 dataset
Level of theory: ωB97M-V/def2-TZVPD

Cartesian coordinates (Å):
1 N -0.6635 -0.4289 -1.0985
2 C -0.3699 0.2839 0.0364
3 C 1.0158 0.0348 0.5729
4 N 1.6809 -1.0480 0.2963
5 C -1.5252 1.1934 0.2718
6 I -1.7023 2.2187 2.1556
7 H -1.4499 -0.2697 -1.6796
8 H 0.1718 -0.7929 -1.5655
9 H 1.3271 0.8863 1.1048
10 H 2.7323 -1.3928 0.5148
11 H 1.2003 -1.7073 -0.3997
12 H -2.4175 1.0224 -0.2094

Computed properties:
net charge = +1
SMILES string = N/C(C=[NH2+])=C/I
HOMO energy (alpha / beta) = -0.45718 / -0.46038 Eh

These are the natural (NBO) partial charges, in e, on atoms 1 to 2: N -0.78; C 0.07



(x)
Formula: C3H6IN2
Source: the OMol25 dataset
Level of theory: ωB97M-V/def2-TZVPD

Cartesian coordinates (Å):
1 N -0.2827 3.1542 -0.7339
2 C -0.1395 2.0004 -0.4907
3 C -0.0184 0.7364 0.0294
4 C -0.6133 -0.8164 0.1152
5 N 0.5807 -1.7027 0.1159
6 I -1.7512 -1.1820 1.9412
7 H 0.1365 3.7572 -1.4216
8 H 0.7238 0.8065 0.8243
9 H -1.2523 -1.0232 -0.7404
10 H 0.3133 -2.6764 -0.0863
11 H 1.0429 -1.6784 1.0393
12 H 1.2601 -1.3757 -0.5925

Computed properties:
net charge = +1
SMILES string = N=C=C[C@@H]([NH3+])I
HOMO energy = -0.46847 Eh

These are the natural (NBO) partial charges, in e, on atoms 1 to 2: N -0.55; C 0.51



Short version: (w) is the least stable of them.



(w)
Formula: C3H6F2NP
Source: the OMol25 dataset
Level of theory: ωB97M-V/def2-TZVPD

Cartesian coordinates (Å):
1 C 2.7187 -0.1276 -1.3690
2 C -1.6868 -0.1899 -0.4463
3 C -0.6180 -0.2242 0.6908
4 N 2.7556 -0.6350 -0.3331
5 F -1.0495 -0.7483 1.8720
6 F 0.3131 -1.1352 0.2664
7 P 0.3840 1.3958 0.8936
8 H -1.7280 -1.1477 -1.0042
9 H -1.1820 0.5152 -1.0292
10 H -2.6730 -0.0607 -0.0837
11 H 2.6183 -0.8565 0.6446
12 H -0.6561 2.2535 0.3146
13 H 0.8038 0.9606 -0.4166

Computed properties:
net charge = 0
HOMO energy = -0.38647 Eh

These are the natural (NBO) partial charges, in e, on atoms 1 to 2: C 0.28; C -0.68



(x)
Formula: C3H6F2NP
Source: the OMol25 dataset
Level of theory: ωB97M-V/def2-TZVPD

Cartesian coordinates (Å):
1 N -4.3999 1.2760 -0.4991
2 C -3.5951 0.5028 -0.3186
3 C -2.5368 -0.4341 0.0203
4 F -2.8761 -0.9779 1.2122
5 F -2.4278 -1.4598 -0.8532
6 H -1.5417 -0.0999 0.0380
7 C 2.6981 0.6186 0.5538
8 P 1.4337 -0.4028 -0.3765
9 H 3.1742 0.2161 1.3425
10 H 2.3348 1.5600 0.7618
11 H 3.5074 0.5855 -0.1500
12 H 2.0335 0.1105 -1.5566
13 H 2.1957 -1.4950 -0.1745

Computed properties:
net charge = 0
SMILES string = N#CC(F)F.CP
HOMO energy = -0.36529 Eh

These are the natural (NBO) partial charges, in e, on atoms 1 to 2: N -0.23; C 0.18



Short version: (w) is the least stable of them.



(w)
Formula: C4H9O3
Source: the OMol25 dataset
Level of theory: ωB97M-V/def2-TZVPD

Cartesian coordinates (Å):
1 C 0.0125 3.1379 1.4219
2 C 0.0137 1.6563 1.0218
3 O -0.7650 1.2837 0.1104
4 O 0.9615 0.9352 1.4641
5 H -0.2084 3.1479 2.4936
6 H -0.5964 3.7451 0.9406
7 H 1.1330 3.5001 1.3644
8 C -0.5523 -1.7174 -1.2341
9 C 0.3203 -2.7872 -0.5776
10 O 0.2283 -0.5589 -1.6901
11 H -1.0272 -2.0169 -2.1896
12 H -1.4079 -1.4265 -0.7162
13 H -0.3013 -3.6610 -0.0617
14 H 0.3158 0.2214 -1.0329
15 H 0.9084 -2.1371 0.0679
16 H 0.9649 -3.3226 -1.3827

Computed properties:
net charge = -1
HOMO energy = -0.15465 Eh

These are the natural (NBO) partial charges, in e, on atoms 1 to 2: C -0.71; C 0.75



(x)
Formula: C4H9O3
Source: the OMol25 dataset
Level of theory: ωB97M-V/def2-TZVPD

Cartesian coordinates (Å):
1 O 0.3647 0.9211 1.7871
2 C -0.8386 0.8257 1.2483
3 O -1.8170 1.3974 1.7731
4 C -0.9630 0.1755 0.0265
5 C 0.2265 0.5789 -0.9218
6 C 0.2191 -0.4938 -1.9955
7 H -2.0516 0.5115 -0.2957
8 H -1.0238 -0.9900 0.1278
9 H 1.1844 0.5304 -0.4845
10 H -0.2583 1.4260 -1.3888
11 H 0.5292 -1.5409 -1.6602
12 H -0.8311 -0.7503 -2.3504
13 H 0.7124 -0.3532 -2.8509
14 H 1.9232 -0.5516 1.6908
15 H 0.9790 -0.5968 2.8171
16 O 1.6447 -1.0900 2.4772

Computed properties:
net charge = -1
HOMO energy = -0.14217 Eh

These are the natural (NBO) partial charges, in e, on atoms 1 to 2: O -0.87; C 0.71



(y)
Formula: C4H9O3
Source: the OMol25 dataset
Level of theory: ωB97M-V/def2-TZVPD

Cartesian coordinates (Å):
1 C -0.1141 -1.3393 2.3277
2 C -0.1042 -1.0321 0.8395
3 O -1.3420 -0.8914 2.9473
4 H -0.0691 -2.4136 2.4340
5 H 0.6770 -0.7776 2.8167
6 H -0.1403 0.0453 0.6606
7 H -1.4212 0.0585 2.7741
8 H -0.9460 -1.4305 0.2697
9 H 0.8026 -1.3938 0.3824
10 C -0.2397 1.1919 -2.4728
11 C 1.1524 1.4849 -1.8400
12 O 1.7130 0.4809 -1.3212
13 O 1.5742 2.6578 -1.8846
14 H -0.8223 2.0964 -2.3817
15 H -0.6522 0.2901 -2.0265
16 H -0.0680 0.9725 -3.5253

Computed properties:
net charge = -1
HOMO energy = -0.14334 Eh

These are the natural (NBO) partial charges, in e, on atoms 1 to 2: C -0.07; C -0.64



(z)
Formula: C4H9O3
Source: the OMol25 dataset
Level of theory: ωB97M-V/def2-TZVPD

Cartesian coordinates (Å):
1 C 2.4083 0.3718 -1.8606
2 C 1.4038 0.1262 -0.6880
3 O 1.4032 -1.1040 -0.3679
4 O 0.8498 1.1338 -0.2212
5 H 2.2394 1.4239 -2.4119
6 H 2.2169 -0.5124 -2.4770
7 H 3.3349 0.4066 -1.6803
8 C -2.0686 -0.7754 1.3241
9 C -1.4444 0.6415 0.9919
10 O -1.2988 -1.8556 0.7953
11 H -1.8450 -0.8451 2.4417
12 H -3.1581 -0.6074 0.8497
13 H -2.0288 1.4378 0.5765
14 H -0.3083 -1.5185 0.5750
15 H -0.7807 0.6474 0.2381
16 H -0.9236 1.0293 1.9147

Computed properties:
net charge = -1
HOMO energy = -0.15729 Eh

These are the natural (NBO) partial charges, in e, on atoms 1 to 2: C -0.71; C 0.78



Short version: (z) is the least stable of them.



(w)
Formula: C6H9N3
Source: the OMol25 dataset
Level of theory: ωB97M-V/def2-TZVPD

Cartesian coordinates (Å):
1 C 0.8975 -1.8094 -0.4808
2 C 1.4604 -0.6750 -0.0031
3 C -1.2772 -0.2915 -0.2531
4 C -3.6047 -0.7823 -0.7851
5 C 2.8220 -0.8181 0.4881
6 C -0.7239 2.0705 0.3611
7 N 0.8902 0.3829 0.3762
8 N -2.4023 -0.3772 -0.6890
9 N -0.3969 0.6455 0.1085
10 H 1.4477 -2.2324 -1.4082
11 H -4.1397 -0.8144 -1.7665
12 H -3.9081 -1.2495 0.1163
13 H 3.4259 -1.1462 -0.4626
14 H 3.2033 0.1840 0.8497
15 H 3.0297 -1.4985 1.2664
16 H -1.5861 2.1755 0.9660
17 H -0.0564 2.4092 1.1388
18 H -0.9758 2.6260 -0.4838

Computed properties:
net charge = 0
HOMO energy (alpha / beta) = -0.27510 / -0.26830 Eh

These are the natural (NBO) partial charges, in e, on atoms 1 to 2: C -0.09; C -0.01



(x)
Formula: C6H9N3
Source: the OMol25 dataset
Level of theory: ωB97M-V/def2-TZVPD

Cartesian coordinates (Å):
1 C 1.0760 -1.5980 -1.7976
2 C 0.2612 -0.6715 -0.8179
3 N -0.5257 0.2116 -1.2860
4 N -1.2418 1.1928 -0.4593
5 C -0.2884 2.0481 0.1401
6 C -1.0813 1.2245 1.1024
7 C -0.7302 -0.2152 1.1983
8 N -0.1722 -1.3184 1.7363
9 C 0.5404 -0.5740 0.5687
10 H 2.0805 -1.7883 -1.3458
11 H 0.2482 -2.5232 -1.9047
12 H 1.3517 -1.1260 -2.8360
13 H 0.7080 1.7056 -0.1802
14 H -0.4939 3.0846 0.3738
15 H -1.9836 1.9570 1.7330
16 H -1.6481 -0.5838 0.5197
17 H 0.5723 -1.1323 2.6354
18 H 1.3269 0.1065 0.6196

Computed properties:
net charge = 0
SMILES string = CC1=NN2C[C@@H]2[C@@H]2N[C@@H]12
HOMO energy = -0.31143 Eh

These are the natural (NBO) partial charges, in e, on atoms 1 to 2: C -0.66; C 0.26



Short version: (x) is the least stable of them.



(w)
Formula: C5H7NO2
Source: the OMol25 dataset
Level of theory: ωB97M-V/def2-TZVPD

Cartesian coordinates (Å):
1 O 2.3911 -1.1232 -0.3487
2 C 1.3304 -0.5499 -0.1972
3 C 1.1774 1.1616 0.1235
4 N -0.2410 1.4295 0.2180
5 C -0.7083 0.3730 -0.5683
6 C -1.5853 -0.8585 -0.6077
7 C -0.1159 -0.9097 -0.0604
8 O -0.2334 -0.8212 1.3746
9 H 1.5443 1.7375 -0.7967
10 H 1.6826 1.4837 0.9706
11 H -0.5968 1.3647 1.1568
12 H -0.1191 0.5432 -1.4626
13 H -1.9648 -1.1653 -1.6572
14 H -2.3754 -0.9765 0.1248
15 H -0.1858 -1.6889 1.7305

Computed properties:
net charge = 0
SMILES string = O=C1CN[C@@H]2C[C@@]12O
HOMO energy = -0.31762 Eh

These are the natural (NBO) partial charges, in e, on atoms 1 to 2: O -0.51; C 0.60



(x)
Formula: C5H7NO2
Source: the OMol25 dataset
Level of theory: ωB97M-V/def2-TZVPD

Cartesian coordinates (Å):
1 C -0.4521 2.0517 -0.1559
2 C -0.2542 0.5906 0.0676
3 C 0.7442 -0.2720 -0.4059
4 O 1.3083 -0.1473 -1.6319
5 N 1.2648 -1.2618 0.3914
6 C -0.0547 -1.7997 0.7105
7 C -1.0730 -0.2547 0.8348
8 O -2.1693 -0.2708 1.3118
9 H -0.7634 2.2549 -1.1855
10 H -1.2253 2.4477 0.5058
11 H 0.4683 2.6141 0.0285
12 H 0.8790 0.5785 -2.1087
13 H 1.9069 -1.8825 -0.0932
14 H -0.1255 -2.1389 1.7414
15 H -0.4541 -2.5097 -0.0109

Computed properties:
net charge = 0
SMILES string = CC1=C(O)NCC1=O
HOMO energy = -0.30969 Eh

These are the natural (NBO) partial charges, in e, on atoms 1 to 2: C -0.63; C -0.37



Short version: (w) is the least stable of them.